# 1
Molecular formula: C20H53ClN3O9P2
Method: DFT, ωB97M-V/def2-TZVPD

The geometry in XYZ format:
```
88
C20H53ClN3O9P2, DFT ωB97M-V/def2-TZVPD
O 2.6261 2.8383 2.5087
P 2.0570 2.9970 0.8381
Cl 3.1645 1.7045 -0.4323
P -0.0631 2.3758 0.7626
O -0.1516 3.2590 2.2754
C -0.3147 4.6722 1.7975
C -0.1914 4.9471 0.1527
O -0.5824 3.6109 -0.3993
H 2.6219 3.7953 2.8433
H -1.4500 1.9489 0.7556
H 0.2475 1.2199 1.5641
H 0.1276 1.4409 -0.3523
H 0.2321 5.4499 2.5130
H -1.4865 4.8081 1.9761
H 0.8451 5.3898 -0.2393
H -0.9109 5.8628 -0.1056
C -3.1988 3.0328 -1.8917
O -4.5375 2.9921 -2.3702
C -5.4590 3.7396 -1.5681
C -5.9087 5.0243 -2.2865
N -4.8141 5.9996 -2.3666
C -5.0552 7.1006 -3.3081
C -5.3058 6.7459 -4.7897
O -4.1647 6.2266 -5.4748
C -3.9114 4.8495 -5.2388
H -2.6280 2.2575 -2.4127
H -2.7344 3.9930 -2.1124
H -3.1514 2.8323 -0.8168
H -5.0622 3.9486 -0.5671
H -6.3403 3.0988 -1.4400
H -6.7478 5.4696 -1.7449
H -6.2524 4.7335 -3.2828
H -3.9595 5.5266 -2.6453
H -4.1669 7.7432 -3.2645
H -5.8937 7.6997 -2.9377
H -5.5554 7.6819 -5.3043
H -6.1725 6.0928 -4.9304
H -4.8318 4.2689 -5.1195
H -3.2621 4.7392 -4.3723
H -3.3614 4.4519 -6.0990
C 2.0683 -3.5437 -0.1657
O 1.6337 -3.1694 -1.4671
C 1.9751 -1.8250 -1.8242
C 3.0973 -1.7957 -2.8771
N 4.3781 -2.2239 -2.3010
C 5.4127 -2.5351 -3.2958
C 5.1152 -3.6432 -4.3288
O 5.0509 -4.9610 -3.7806
C 3.8163 -5.2801 -3.1558
H 1.5644 -4.4769 0.1055
H 3.1416 -3.7284 -0.1508
H 1.8089 -2.7832 0.5774
H 2.2209 -1.2132 -0.9476
H 1.0748 -1.3929 -2.2787
H 3.2013 -0.7806 -3.2700
H 2.7911 -2.4553 -3.6935
H 4.2319 -3.0496 -1.7278
H 6.3032 -2.8366 -2.7300
H 5.6756 -1.6138 -3.8263
H 5.9575 -3.6593 -5.0314
H 4.2296 -3.4326 -4.9361
H 2.9608 -4.8170 -3.6579
H 3.8540 -5.0000 -2.1048
H 3.6887 -6.3679 -3.1890
C 1.9000 -3.4463 7.4816
O 2.2552 -4.5262 6.6270
C 1.2936 -5.5874 6.6094
C 0.5197 -5.6167 5.2793
N -0.3880 -4.4681 5.1671
C -0.9123 -4.2440 3.8137
C 0.1007 -3.9912 2.6763
O 0.7903 -2.7431 2.7651
C 1.8821 -2.7358 3.6729
H 2.7832 -2.8133 7.6143
H 1.1170 -2.8357 7.0341
H 1.5803 -3.8028 8.4658
H 0.6194 -5.5500 7.4738
H 1.8674 -6.5194 6.6862
H -0.0609 -6.5411 5.2162
H 1.2602 -5.6150 4.4750
H 0.0952 -3.6250 5.4627
H -1.5671 -3.3659 3.8785
H -1.5505 -5.0913 3.5415
H -0.4729 -3.9430 1.7426
H 0.8078 -4.8159 2.5449
H 2.4096 -3.6947 3.7011
H 1.5336 -2.4498 4.6634
H 2.5884 -1.9626 3.3504
```

Calculated values
F_max   5.0 eV/A
Energy   -75591.460 eV
Net charge   -1
Orbital gap   6.07 eV

=====

# 2
Molecular formula: C20H53Cu2O19S6
Method: DFT, ωB97M-V/def2-TZVPD

The geometry in XYZ format:
```
100
C20H53Cu2O19S6, DFT ωB97M-V/def2-TZVPD
Cu -0.0593 2.4998 -3.1760
Cu -2.5653 1.3310 -1.0097
C -0.2292 -0.9338 -0.0189
C 0.3796 -0.1507 -1.2087
O -0.5554 0.6182 -1.9162
H -1.0873 -1.5441 -0.3006
H -0.3768 -0.2204 0.7918
H 0.6006 -1.5861 0.2533
H 0.9558 -0.7812 -1.8859
H 1.1364 0.4594 -0.7156
O 5.1501 -4.7448 -2.3538
S 4.9984 -3.6423 -3.2937
O 5.6832 -3.7540 -4.5885
O 3.3392 -3.3122 -3.5242
C 2.4548 -3.3633 -2.3769
C 1.0552 -3.8255 -2.7692
C 5.4127 -2.0122 -2.4022
H 2.4278 -2.3812 -1.9048
H 2.9204 -4.0618 -1.6816
H 0.4620 -3.9382 -1.8617
H 0.9911 -4.7442 -3.3523
H 0.4586 -3.0799 -3.2949
H 5.0601 -2.0849 -1.3734
H 4.9058 -1.2711 -3.0202
H 6.4922 -1.8771 -2.3351
O 1.2178 3.2635 -1.5561
S 1.6930 4.2434 -0.5548
O 1.8722 3.8211 0.8292
O 3.1089 4.8567 -1.1364
C 3.9134 5.6271 -0.2804
C 4.9488 4.7549 0.4860
C 0.6408 5.7436 -0.7983
H 3.2346 6.2045 0.3472
H 4.3403 6.4969 -0.7797
H 5.5238 5.1934 1.3016
H 5.6084 4.2422 -0.2142
H 4.4095 3.9674 1.0123
H 0.7666 6.3548 0.0954
H -0.4052 5.4397 -0.8377
H 0.8848 6.2232 -1.7462
O 2.5662 -0.4753 2.3056
S 3.8763 -0.9707 1.9279
O 4.1106 -2.3958 1.9236
O 4.1639 -0.4117 0.3876
C 3.9270 0.9662 0.1575
C 4.1919 1.2457 -1.3463
C 5.1641 -0.0610 2.8492
H 4.6411 1.5797 0.7069
H 2.9104 1.1893 0.4812
H 4.0773 2.3278 -1.4102
H 3.4266 0.7953 -1.9785
H 5.1668 0.9096 -1.6995
H 6.1754 -0.2573 2.4930
H 5.0922 -0.3401 3.9004
H 4.9460 1.0062 2.8092
O -3.0698 -1.3415 -1.5129
S -3.1531 -2.6679 -2.1088
O -2.6099 -3.8751 -1.4353
O -4.7192 -2.9670 -2.4915
C -5.2429 -4.3013 -2.5323
C -6.6939 -4.0836 -2.3066
C -2.5569 -2.6179 -3.8728
H -4.7860 -4.9266 -1.7653
H -5.0991 -4.8056 -3.4879
H -6.9389 -3.3482 -1.5403
H -7.1067 -5.0130 -1.9142
H -7.2410 -3.8658 -3.2238
H -3.1839 -1.9030 -4.4057
H -2.5230 -3.6026 -4.3389
H -1.5680 -2.1629 -3.8153
O -3.4729 0.1789 0.6635
S -4.1442 -0.0207 1.9519
O -4.9711 0.9712 2.6488
O -5.0858 -1.4591 1.8080
C -4.6391 -2.5781 1.0021
C -5.4636 -3.8090 1.1577
C -2.8909 -0.6647 3.1433
H -3.5510 -2.6351 1.0327
H -4.7672 -2.1641 0.0020
H -5.4180 -4.1433 2.1941
H -5.0624 -4.5683 0.4865
H -6.5234 -3.6899 0.9321
H -2.6533 0.1616 3.8133
H -1.9322 -0.9315 2.6987
H -3.2879 -1.4221 3.8193
O -1.4726 2.1668 0.7918
S -1.1721 2.8951 2.0102
O -0.9495 4.3058 1.8820
O -2.3556 2.6558 3.1859
C -2.3094 3.4191 4.3554
C -3.7276 3.5510 4.8476
C 0.2796 2.0938 2.8456
H -1.9995 4.4254 4.0736
H -1.6099 3.0196 5.0898
H -4.1996 2.6744 5.2912
H -4.3513 3.7854 3.9849
H -3.6635 4.3146 5.6228
H 0.5406 2.6495 3.7463
H 1.1493 2.0795 2.1886
H -0.0073 1.0801 3.1249
```

Calculated values
F_max   4.8 eV/A
<S²>   3.762
Energy   -214766.779 eV
Net charge   +2
Orbital gap (spin up / spin down)   8.09 / 4.39 eV
Spin multiplicity   4

=====

# 3
Molecular formula: C20H53INO11P3Ta
Method: DFT, ωB97M-V/def2-TZVPD

The geometry in XYZ format:
```
90
C20H53INO11P3Ta, DFT ωB97M-V/def2-TZVPD
C -3.4016 -0.1324 -2.1942
C -2.0609 -0.6516 -1.6962
O -2.2017 -1.9497 -1.1362
C -0.9739 -2.6372 -0.9808
C 0.0418 -1.9346 -0.1206
O -0.4163 -1.8951 1.2056
C 0.5908 -1.4710 2.1501
Ta -0.1576 0.2644 3.4774
C 1.9391 0.6380 4.1861
C -0.1197 1.7912 1.8209
C 0.9998 2.8307 1.7771
N 1.4066 3.1008 0.3479
P -2.6735 -0.3191 2.8715
O -2.8445 -0.1622 1.2171
I -4.1704 1.4305 3.7711
H -3.2569 0.4550 -3.0998
H -3.8406 0.5400 -1.4581
H -4.1169 -0.9344 -2.3649
H -1.3026 -0.6343 -2.4891
H -1.7012 0.0225 -0.9152
H -1.2110 -3.6084 -0.5463
H -0.5404 -2.8389 -1.9716
H 1.0195 -2.4321 -0.1914
H 0.2184 -0.9000 -0.4457
H 0.7602 -2.3113 2.8324
H 1.5542 -1.2339 1.6849
H -0.3588 -0.9355 4.8992
H -0.7981 1.5616 4.6467
H 2.5909 0.6580 3.3036
H 2.2919 -0.0887 4.9158
H 2.0042 1.6490 4.6006
H -1.0704 2.3379 1.8615
H -0.1483 1.2704 0.8562
H 0.6554 3.7873 2.1751
H 1.9236 2.5523 2.2825
H 0.9358 3.9384 0.0288
H 2.3982 3.3095 0.3514
H -2.8594 -1.0497 0.8304
O -5.3293 3.4133 -3.5034
P -5.0283 4.8490 -3.5142
O -3.4845 5.0698 -3.9242
C -3.0095 4.5218 -5.1570
C -3.6816 5.1265 -6.3757
O -4.9535 5.2741 -1.9571
C -5.5792 4.4837 -0.9333
C -4.5538 3.6613 -0.1853
O -5.7151 6.1817 -4.0322
C -5.4274 7.4878 -3.5126
C -4.1564 8.1073 -4.0507
H -3.1424 3.4374 -5.1451
H -1.9392 4.7233 -5.1837
H -4.7429 4.8682 -6.4107
H -3.2120 4.7596 -7.2888
H -3.6133 6.2135 -6.3604
H -6.3537 3.8469 -1.3588
H -6.0714 5.1812 -0.2527
H -3.8920 3.1338 -0.8719
H -5.0336 2.9317 0.4673
H -3.9257 4.3076 0.4293
H -5.4370 7.4896 -2.4257
H -6.2754 8.0991 -3.8253
H -3.2701 7.6682 -3.5956
H -4.1512 9.1736 -3.8191
H -4.0806 7.9810 -5.1299
O 4.5088 -4.1631 3.4399
P 5.0281 -5.2896 2.6598
O 5.7322 -4.7352 1.3186
C 6.7858 -3.7739 1.4392
C 8.0058 -4.3153 2.1608
O 3.7195 -5.9822 2.0055
C 2.4127 -5.7842 2.5661
C 1.6184 -4.7927 1.7452
O 5.8241 -6.6343 2.9336
C 5.8026 -7.7733 2.0632
C 6.7103 -7.6551 0.8584
H 6.4057 -2.8835 1.9449
H 7.0512 -3.4886 0.4218
H 7.7813 -4.5330 3.2078
H 8.8173 -3.5877 2.1313
H 8.3510 -5.2421 1.7040
H 2.4819 -5.4594 3.6032
H 1.9175 -6.7575 2.5644
H 2.1922 -3.8933 1.5301
H 0.7015 -4.5036 2.2580
H 1.3518 -5.2329 0.7809
H 4.7869 -8.0241 1.7681
H 6.1513 -8.5994 2.6850
H 6.2901 -6.9958 0.1005
H 6.8353 -8.6399 0.4052
H 7.6897 -7.2689 1.1373
```

Calculated values
F_max   5.0 eV/A
Energy   -83130.960 eV
Net charge   -1
Orbital gap   5.77 eV

=====

# 4
Molecular formula: C20H53N6O5
Method: DFT, ωB97M-V/def2-TZVPD

The geometry in XYZ format:
```
84
C20H53N6O5, DFT ωB97M-V/def2-TZVPD
O -0.9284 0.7336 0.8982
H -0.7516 0.2010 1.7118
H -1.2316 1.6342 1.1591
H -1.5985 0.2972 0.3027
O 1.2482 1.7533 2.9952
C 1.9867 2.6336 2.5704
N 3.2743 2.7278 2.9841
C 1.4996 3.7322 1.6741
H 3.6302 1.9646 3.5339
H 3.8927 3.4653 2.7036
H 0.9893 4.5011 2.2625
H 0.7675 3.4018 0.9393
H 2.2809 4.2677 1.1328
O -2.6659 -0.0294 -0.8573
C -3.7128 -0.0849 -1.4894
N -4.3097 -1.2575 -1.7427
C -4.4414 1.1619 -1.9254
H -3.9941 -2.0940 -1.2790
H -5.2215 -1.3332 -2.1583
H -4.1208 1.4890 -2.9117
H -4.1597 1.9324 -1.2081
H -5.5204 1.0415 -1.8564
O -2.4227 2.6629 2.0147
C -3.1951 3.5861 2.2527
N -2.7323 4.8087 2.5555
C -4.6743 3.3952 2.1923
H -1.7385 4.9595 2.5286
H -3.3379 5.6068 2.6279
H -5.2253 3.2271 3.1126
H -4.9848 2.6726 1.4395
H -5.1021 4.3083 1.7487
O 0.1243 -1.2181 2.4777
C 0.0376 -1.3282 3.7007
N -1.1681 -1.3758 4.3293
C 1.2570 -1.4970 4.5545
H -1.9881 -0.9508 3.9310
H -1.1273 -1.4065 5.3354
H 1.3596 -0.6311 5.2112
H 2.1353 -1.5325 3.9179
H 1.2376 -2.4021 5.1618
C -1.2755 -3.3980 -2.9695
C -1.5909 -3.8920 -1.5679
N -1.0582 -3.0968 -0.4728
C 0.3651 -2.8570 -0.4885
C 1.2551 -4.0937 -0.1760
C -1.6107 -3.5039 0.8016
C -2.8902 -2.6774 1.0791
H -1.8786 -3.9424 -3.6898
H -0.2045 -3.3405 -3.1524
H -1.5120 -2.3280 -3.0881
H -2.6508 -4.0963 -1.4079
H -1.1322 -4.9005 -1.5292
H 0.6608 -2.6455 -1.5205
H 0.6540 -1.9710 0.0754
H 2.2833 -3.8389 -0.4454
H 1.1908 -4.2913 0.8921
H 1.0061 -4.9043 -0.8572
H -0.9127 -3.3155 1.6172
H -1.9418 -4.5490 0.8407
H -2.7256 -1.6071 1.0276
H -3.3119 -2.9156 2.0595
H -3.5791 -3.0308 0.3119
C 4.0485 -0.6486 -3.7235
C 3.5458 -0.2191 -2.3175
N 3.3065 1.2046 -2.1220
C 2.0617 1.6672 -2.7153
C 0.8201 1.0625 -2.0596
C 4.3945 2.1119 -2.4624
C 5.7498 1.6842 -1.8927
H 4.4850 0.1853 -4.2678
H 3.1495 -0.9162 -4.2886
H 4.6553 -1.5495 -3.7224
H 2.5774 -0.7058 -2.1950
H 4.1857 -0.5697 -1.5070
H 2.0008 2.7290 -2.4733
H 2.0440 1.4977 -3.8026
H 1.1665 0.6231 -1.1115
H 0.0362 1.7801 -1.8168
H 0.3053 0.1867 -2.4693
H 4.1781 3.1184 -2.1135
H 4.4960 2.0904 -3.5617
H 5.7477 1.9524 -0.8341
H 6.5180 2.2510 -2.4197
H 6.0189 0.6356 -1.9948
```

Calculated values
F_max   2.1 eV/A
Energy   -40773.721 eV
Net charge   +1
Orbital gap   8.00 eV

=====

# 5
Molecular formula: C20H53N9O6
Method: DFT, ωB97M-V/def2-TZVPD

The geometry in XYZ format:
```
88
C20H53N9O6, DFT ωB97M-V/def2-TZVPD
C 4.0427 4.2908 2.7912
C 3.3760 4.0454 1.4006
C 4.5559 4.1538 0.3919
C 5.5350 2.9708 0.5125
C 4.7394 1.6503 0.2022
C 3.5191 1.4461 1.1249
N 2.7641 2.7137 1.2761
O 1.5686 2.5477 2.0004
C 2.6718 0.2920 0.4364
C 3.8766 0.8862 2.5510
C 2.4451 5.2215 0.9271
H 4.7928 3.5341 3.0209
H 3.2746 4.1408 3.5499
H 4.4510 5.2995 2.7293
H 4.1983 4.2686 -0.6313
H 5.0518 5.1040 0.5900
H 6.0486 2.7598 1.4505
H 6.2541 3.0930 -0.2976
H 5.4002 0.8155 0.4355
H 4.5372 1.6071 -0.8680
H 2.2253 -0.3145 1.2244
H 1.9589 0.6159 -0.3219
H 3.4074 -0.4147 0.0522
H 3.1544 0.6408 3.3296
H 4.4813 -0.0204 2.5274
H 4.5899 1.5243 3.0726
H 1.6428 5.0777 1.6507
H 1.8428 5.0570 0.0336
H 2.8135 6.2471 0.9474
H 1.1133 1.9422 1.4108
C -3.9567 0.2509 2.9716
O -3.0277 0.9279 3.3404
N -5.2238 0.4048 3.3329
N -3.7698 -0.7367 2.1935
H -5.4852 1.1697 3.9385
H -5.9364 -0.1249 2.8516
H -4.5232 -1.3238 1.8653
H -2.8577 -0.8577 1.7769
C -0.2728 -2.4132 -0.3642
O -1.2799 -1.7147 -0.2403
N 0.8622 -2.1339 0.0704
N -0.2632 -3.4850 -1.0967
H 1.6148 -2.6839 -0.3184
H 1.0052 -1.2217 0.4798
H -1.1361 -3.8836 -1.4116
H 0.6156 -3.9702 -1.2085
C 3.4278 -4.2436 -2.1414
O 3.0007 -3.2933 -1.5131
N 3.0841 -5.4755 -1.8975
N 4.2988 -4.0443 -3.0861
H 2.6638 -5.5910 -0.9863
H 3.0933 -6.0810 -2.7058
H 4.9027 -4.8007 -3.3745
H 4.6127 -3.1034 -3.2765
C -3.8904 -2.7351 -2.4887
C -4.0173 -2.9376 -0.9194
C -5.5150 -3.1434 -0.4566
O -5.6716 -2.5920 0.9301
C -7.0913 -2.3602 1.1799
N -3.2116 -4.0875 -0.5764
H -4.3967 -1.8081 -2.7579
H -4.2139 -3.6393 -3.0042
H -2.8429 -2.5760 -2.7444
H -3.6669 -1.9997 -0.4888
H -5.9584 -4.1257 -0.6200
H -6.1148 -2.4640 -1.0622
H -7.6372 -3.2916 1.3302
H -7.6353 -1.6718 0.5332
H -7.0246 -1.9674 2.1944
H -2.3830 -3.6320 -0.2215
H -3.5614 -4.4876 0.2825
C -1.0832 2.4134 -0.0362
C -2.1472 1.8771 -0.9142
C -1.6835 1.3585 -2.3426
O -0.7604 2.1751 -3.0088
C 0.1884 1.5882 -3.8695
N -2.7282 0.7331 -0.2293
H -0.5473 3.2059 -0.5586
H -0.4183 1.5529 0.0383
H -1.4000 2.6679 0.9753
H -2.8490 2.6893 -1.1040
H -2.5438 1.1399 -2.9753
H -1.1637 0.4080 -2.2229
H 0.7501 2.3795 -4.3660
H -0.2759 0.8996 -4.5754
H 0.7606 1.0259 -3.1316
H -2.7013 0.8376 0.7749
H -2.3470 -0.2006 -0.2845
```

Calculated values
F_max   6.5 eV/A
Energy   -47292.790 eV
SMILES   CC1(C)CCCC(C)(C)N1O.COC[C@H](C)N.COC[C@H](C)N.NC(N)=O.NC(N)=O.NC(N)=O
Orbital gap   7.55 eV